Entry 1:
Below is a molecular structure, C23H43Cl2EuN4O6Si, with properties calculated with wB97M-V/def2-TZVPD.

XYZ file:
```
80
Properties=species:S:1:pos:R:3:forces:R:3:lowdin_charge:R:1
C -3.28923 -0.08573 2.35948 0.426 0.095 0.378 -0.1111
C -3.72288 -0.17957 0.93584 -0.195 0.903 -0.669 -0.2632
H -3.00220 0.95083 2.59888 -0.144 -0.339 -0.009 0.0280
H -2.41128 -0.71910 2.55316 -0.403 0.264 -0.022 -0.0460
H -4.11069 -0.39930 3.01901 0.150 0.086 -0.045 0.0791
C -4.91798 0.32641 0.56480 0.636 -0.918 -0.094 -0.1481
C -5.79513 1.13041 1.45987 -0.405 0.000 0.215 -0.1124
H -5.34957 0.09346 -0.40610 0.298 0.250 0.130 0.0881
H -5.26768 1.97776 1.91804 0.019 -0.243 -0.100 0.0657
H -6.21902 0.51191 2.26085 0.004 0.136 0.069 0.0701
H -6.62985 1.51942 0.86776 0.019 0.063 0.200 0.0626
Eu 0.71916 -1.27142 0.68619 -0.388 1.605 0.537 1.3676
Cl -0.54901 -2.10693 2.87217 -0.049 -0.340 0.706 -0.2691
C 2.20176 -2.60516 -1.95342 -0.487 0.560 0.660 -0.2977
O 1.87106 -1.47824 -1.53923 0.783 -1.206 -0.992 -0.1127
N 2.81827 -2.84852 -3.11876 0.099 -0.006 -0.023 -0.1823
C 3.24144 -1.75985 -3.99370 -0.266 -0.279 0.063 -0.0316
C 2.88505 -4.22291 -3.61111 -0.122 -0.157 0.200 -0.0498
H 1.99400 -3.51385 -1.34573 0.043 0.414 -0.291 0.1256
H 3.91805 -1.08771 -3.46219 -0.140 -0.002 -0.048 0.0932
H 2.37801 -1.20089 -4.36609 0.142 0.048 0.043 0.0921
H 3.76305 -2.23210 -4.82717 0.013 0.315 -0.004 0.0751
H 3.22991 -4.90016 -2.81220 -0.092 0.257 -0.338 0.0953
H 3.58698 -4.25554 -4.45170 -0.150 -0.125 0.289 0.0783
H 1.89708 -4.57380 -3.95668 0.367 0.112 0.027 0.0939
H 6.25565 -0.38985 0.70909 -0.098 0.054 -0.068 0.0923
H 6.57246 -1.86640 2.89240 -0.190 0.056 0.125 0.0919
C 5.57181 0.21571 1.31275 0.039 -0.229 0.319 -0.0285
C 5.85093 -1.17608 3.35166 -0.135 0.030 -0.171 -0.0471
N 4.96544 -0.61622 2.34336 0.494 0.034 0.104 -0.1822
H 4.78909 0.64727 0.68982 0.113 -0.077 0.101 0.0870
C 3.67657 -0.93604 2.28408 -1.882 0.371 -1.271 -0.3030
O 2.90495 -0.47443 1.40410 1.577 -0.476 1.520 -0.1729
H 5.25389 -1.70785 4.10263 0.235 0.117 -0.218 0.0951
H 3.30068 -1.63888 3.05447 0.306 0.420 -0.252 0.1410
H 6.15771 0.99381 1.80635 -0.045 0.119 -0.115 0.0844
H 6.41391 -0.36281 3.82597 -0.115 -0.155 0.049 0.0839
H 1.22553 3.46451 5.28950 0.090 0.419 -0.296 0.0863
H -0.92749 3.63851 1.99058 0.560 0.819 0.128 -0.0912
C 1.26487 4.12805 4.40733 0.135 -0.367 -0.117 -0.0743
C -0.03786 4.23423 2.29616 -0.411 -0.351 -0.228 -0.1130
N 0.69388 3.43843 3.25440 1.019 -0.538 0.577 -0.1959
H 2.30964 4.42227 4.21177 -0.231 0.109 0.224 0.0828
C 1.03504 2.13619 3.04892 -1.601 -1.075 -1.481 -0.2791
O 0.53596 1.37517 2.18733 1.402 1.668 1.748 -0.0837
H 0.55540 4.45051 1.39179 -0.051 0.043 0.306 0.0879
H 1.80451 1.78050 3.76043 -0.212 -0.047 -0.020 0.1342
H 0.65565 5.02407 4.58941 0.314 -0.338 0.128 0.0783
H -0.31444 5.16808 2.79864 -0.110 -0.181 -0.326 0.0767
O -1.35605 -0.21146 0.03016 -1.770 2.355 -1.775 -0.4088
C -2.70677 -0.80817 -0.03388 -0.416 -0.618 0.551 -0.2732
C -3.87625 0.04415 -2.16185 -0.089 -0.296 -0.206 -0.0874
C -3.29308 -1.00504 -1.44218 0.875 -0.065 -0.014 -0.1822
H -3.98274 1.00815 -1.66619 0.110 -0.290 -0.397 0.0877
C -4.35534 -0.15627 -3.46638 0.292 0.071 0.805 -0.0755
H -2.53774 -1.80735 0.39938 0.088 0.070 -0.284 0.1244
C -3.15911 -2.26256 -2.05395 -0.375 0.315 0.003 -0.0362
H -4.79263 0.70039 -3.98251 0.056 -0.374 -0.038 0.1031
C -4.26091 -1.41971 -4.04314 -0.037 0.132 0.081 -0.1072
C -3.66881 -2.47267 -3.33588 -0.006 0.102 -0.081 -0.0940
H -2.68175 -3.07518 -1.49611 -0.167 0.255 -0.233 0.1183
H -4.66842 -1.56658 -5.04156 0.153 -0.138 0.139 0.0909
H -3.60625 -3.45836 -3.79989 0.027 0.234 0.140 0.0936
Si -1.05776 1.34343 -1.02969 0.175 -2.480 -0.563 0.4720
Cl -2.33253 2.70537 0.97436 -0.073 -0.251 2.490 0.2404
C -2.21825 2.69608 -1.56775 -1.215 0.159 -0.974 -0.3525
C -0.68653 0.29958 -2.67922 -0.202 0.122 0.052 -0.1737
C 0.67686 1.94623 -0.70619 0.253 0.328 0.818 -0.1904
H -2.68754 2.55322 -2.53876 0.464 -0.052 -0.642 0.0127
H -1.63473 3.62845 -1.54586 -0.244 -0.182 -0.006 0.0327
H -3.04228 2.79768 -0.82580 0.608 0.111 -1.418 -0.0903
H 0.95724 2.68525 -1.46248 -0.296 0.023 -0.124 0.0417
H 1.47488 1.19595 -0.75472 -0.253 -0.179 0.039 0.0135
H 0.71933 2.41219 0.27837 0.144 0.043 -0.209 -0.0141
H -1.35811 0.57381 -3.50915 0.100 -0.044 0.238 0.0146
H -0.81163 -0.78429 -2.52251 0.068 0.355 -0.023 0.0086
H 0.34573 0.44532 -3.04343 -0.246 0.077 0.248 0.0076
O 1.32674 -3.46032 0.74702 1.394 -1.250 0.091 -0.4192
N 2.19402 -4.05066 1.46876 0.750 -0.166 0.120 -0.2219
O 3.32730 -3.51482 1.55614 -1.526 -0.287 -0.474 -0.1767
```
Positions in Å, forces in eV/Å.

Properties
Max |F|   3.4 eV/Å
Lowest unoccupied orbital energy (spin up / spin down)   2.2 / 2.2 eV
2S+1   8
HOMO (spin up / spin down)   -3.11 / -4.56 eV
Net charge   -1
ΔE to the lowest compared entry with this formula, charge and spin   76.6 kcal per mole
HOMO-LUMO gap (spin up / spin down)   5.3219 / 6.7750 eV

Entry 2:
Below is a molecular structure, C3H2AuO3, with properties calculated with wB97M-V/def2-TZVPD.

XYZ file:
```
9
Properties=species:S:1:pos:R:3:forces:R:3:lowdin_charge:R:1
C 1.67261 -0.54555 -0.03460 3.387 -2.706 1.790 0.4921
C 0.83280 -0.37589 0.93057 -7.489 4.947 1.117 0.2778
O -0.31416 0.06790 1.16428 4.424 -2.569 2.056 0.3859
C -1.10892 0.51703 0.03461 1.371 -0.814 -0.384 -0.5443
O -0.55676 0.42011 -1.07285 1.034 0.264 1.505 0.1296
O -2.29197 0.71013 0.28375 1.143 0.472 5.918 0.1479
H 2.46907 0.17380 -0.23919 0.752 0.193 -1.170 0.2291
Au -2.59618 0.65988 -1.52629 -5.385 0.534 -8.868 1.5756
H 1.89351 -1.62742 0.45972 0.763 -0.320 -1.964 0.3064
```
Positions in Å, forces in eV/Å.

Properties
Max |F|   10.4 eV/Å
Lowest unoccupied orbital energy (spin up / spin down)   -18.8 / -21.7 eV
2S+1   3
HOMO (spin up / spin down)   -26.39 / -27.49 eV
Net charge   +3
ΔE to the lowest compared entry with this formula, charge and spin   3.6 kcal per mole
HOMO-LUMO gap (spin up / spin down)   7.5668 / 5.7874 eV

Entry 3:
Below is a single C3H6INO molecule, with properties calculated with wB97M-V/def2-TZVPD.

XYZ file:
```
12
Properties=species:S:1:pos:R:3:forces:R:3:lowdin_charge:R:1
C -1.05878 1.02944 -0.28202 3.960 -2.951 -3.830 -0.2006
N 0.11020 0.76289 0.52234 1.434 -1.229 1.556 -0.5934
I 1.54479 2.33434 0.71367 -1.077 -0.762 -0.261 0.7442
C 0.87419 -0.50410 0.00591 0.511 3.555 -0.830 -0.2730
C 0.05476 -1.70500 0.33232 -0.821 -0.934 1.482 -0.2851
O -0.60409 -2.34169 -0.46216 0.825 0.630 0.778 0.0511
H -0.68389 1.55650 -1.17451 -0.589 0.048 -0.237 0.0686
H -1.29535 -0.01223 -0.67187 -0.628 1.444 0.459 0.0982
H -1.84004 1.53890 0.08300 -2.637 1.639 2.075 0.0332
H 1.85308 -0.41868 0.55667 -0.985 -0.734 -0.681 0.0718
H 1.01242 -0.31303 -1.11299 0.049 -0.830 1.290 0.1319
H 0.03269 -1.92733 1.48963 -0.041 0.125 -1.802 0.1531
```
Positions in Å, forces in eV/Å.

Properties
Max |F|   6.2 eV/Å
Lowest unoccupied orbital energy   -0.8 eV
HOMO   -9.02 eV
ΔE to the lowest compared entry with this formula, charge and spin   45.1 kcal per mole
HOMO-LUMO gap   8.2415 eV
SMILES string   CN(I)CC=O

Look up the max |F| of the first one.
3.4 eV/Å